1.
The following is a DFT calculation (ωB97M-V/def2-TZVPD) of a molecular structure, C28H44BrN3P2Ti.

Results
DFT total energy   -145910.3975 eV
Total charge   +4
Gap between HOMO and LUMO (spin up / spin down)   4.4 / 4.4 eV

```
79
Properties=species:S:1:pos:R:3:forces:R:3:mulliken_charge:R:1
C 1.69853 -3.97334 -0.36590 -0.4 -0.1 0.4 -0.316
C 1.15588 -2.91024 -1.11996 -0.4 -0.5 0.2 0.373
C 0.60452 -3.18425 -2.39027 -0.8 0.1 0.3 -0.330
C 0.36645 -4.52425 -2.70927 0.4 0.6 0.0 -0.554
N 0.74063 -5.52065 -1.91140 -0.4 -0.2 0.0 -0.411
C 1.41977 -5.27455 -0.79509 0.4 0.6 0.1 -0.433
C 1.27030 -1.57111 -0.64739 3.5 0.5 -1.3 -0.785
C 2.10369 -0.63108 -0.43289 -2.7 -1.3 0.0 2.377
C 3.01837 0.38532 -0.81702 -0.1 0.5 0.2 -0.445
C 2.70304 1.66264 -0.32502 0.1 0.6 0.2 0.565
C 3.47701 2.75925 -0.65171 -0.6 -0.4 0.1 -1.046
C 4.58768 2.50981 -1.43745 1.9 1.9 -0.6 -0.040
C 4.94181 1.26993 -1.97974 -0.9 -0.4 0.5 -0.703
C 4.10765 0.19371 -1.68910 0.0 0.0 -0.3 -0.604
Ti 0.53895 0.56955 0.41665 -0.5 -1.0 -0.6 -1.706
P -1.28501 -1.12045 0.87729 -1.8 -2.4 0.0 1.149
H 0.32100 -2.36542 -3.06005 -0.1 -0.4 0.2 0.527
H 2.25896 -3.77404 0.55356 -0.4 -0.2 -0.3 0.509
H -0.18448 -4.75593 -3.61869 0.3 -0.2 0.1 0.421
H 1.72392 -6.11379 -0.17321 0.0 0.0 -0.3 0.427
H 4.27789 -0.78712 -2.12706 0.1 0.1 0.2 0.615
H 1.86986 1.86703 0.39709 1.4 0.7 -0.3 0.712
H 5.82762 1.14572 -2.59232 -0.1 0.1 0.0 0.528
H 3.24014 3.75366 -0.30004 0.1 0.0 0.0 0.640
C -2.72516 -0.49127 1.84730 0.5 1.3 0.5 -0.732
C -4.04798 -1.25536 1.79055 -0.3 -0.5 -0.2 -1.451
H -2.87466 0.55279 1.53377 -0.1 -0.2 0.3 0.656
H -2.34802 -0.46119 2.88047 -0.1 0.2 -0.2 0.659
H -4.77222 -0.70526 2.40605 0.2 0.0 -0.2 0.464
H -4.46134 -1.33649 0.77617 0.1 0.1 0.3 0.296
H -3.97152 -2.26446 2.21410 -0.1 0.5 -0.2 0.310
C -2.10317 -1.93426 -0.57603 0.4 0.8 -0.8 0.100
C -2.70179 -3.33098 -0.41749 -0.2 -0.4 0.2 -1.776
H -1.34831 -1.95132 -1.37339 -0.3 0.0 0.0 0.236
H -2.88076 -1.22553 -0.89406 0.2 -0.2 0.0 0.567
H -3.18655 -3.59535 -1.36863 0.2 0.1 0.2 0.444
H -1.94630 -4.10371 -0.20963 -0.2 0.3 -0.1 0.314
H -3.48064 -3.37332 0.35612 0.3 0.0 -0.4 0.333
C -0.71594 -2.56445 1.86622 1.1 0.4 0.0 -0.039
C -1.76027 -3.34731 2.65962 -0.3 -0.2 0.1 -1.444
H 0.05606 -2.16840 2.54342 -0.1 -0.2 0.0 0.551
H -0.18763 -3.20941 1.14973 -0.2 0.1 0.3 -0.035
H -1.24134 -4.15312 3.19385 -0.1 0.2 -0.1 0.472
H -2.28321 -2.72797 3.39892 0.3 -0.2 -0.1 0.356
H -2.50586 -3.82553 2.01367 0.4 0.2 0.3 0.265
Br 5.75712 4.01624 -1.73703 -0.8 -1.1 0.1 -0.004
P -0.93445 1.91525 -1.23282 -0.5 0.6 -0.5 1.269
C -2.70034 1.47915 -1.50380 -0.2 -0.7 0.4 -0.477
C -3.61355 2.60836 -1.98952 0.0 0.5 -0.2 -1.433
H -3.07370 1.08198 -0.54235 0.1 0.2 -0.3 0.346
H -2.73162 0.63337 -2.21204 0.2 0.3 0.2 0.517
H -4.64144 2.22139 -2.06783 0.4 0.1 0.1 0.436
H -3.62357 3.44979 -1.28098 -0.1 -0.2 -0.3 0.339
H -3.32482 2.97748 -2.98570 -0.1 -0.1 0.4 0.307
C -0.83490 3.63520 -0.58180 0.1 -0.2 0.6 -0.518
C -0.77849 4.75818 -1.61860 0.0 0.2 -0.3 -1.302
H 0.07487 3.66263 0.04616 -0.2 0.2 -0.1 0.363
H -1.68203 3.78153 0.11029 0.2 -0.2 -0.2 0.463
H -0.66304 5.71406 -1.08705 0.0 -0.3 -0.2 0.448
H 0.08428 4.64226 -2.29041 -0.3 0.1 0.1 0.331
H -1.69958 4.82081 -2.21711 0.4 -0.1 0.2 0.308
C -0.07531 1.80815 -2.85531 0.7 -0.4 0.2 -0.530
C -0.85660 2.21678 -4.10827 -0.3 0.2 -0.2 -1.333
H 0.23271 0.75174 -2.94605 -0.1 0.2 -0.1 0.324
H 0.86217 2.38251 -2.77435 -0.3 -0.1 0.1 0.450
H -0.20236 2.07207 -4.98033 -0.2 0.0 0.3 0.436
H -1.74803 1.59144 -4.25670 0.3 0.2 0.0 0.366
H -1.15314 3.27532 -4.09422 0.1 -0.4 0.0 0.291
C 1.67725 0.77900 5.52110 -1.0 -0.4 0.5 -0.764
N 2.46240 1.03503 4.28913 0.2 -0.1 -1.5 0.059
C 3.84662 1.57254 4.38344 0.9 0.2 -0.4 -0.719
C 1.90430 0.86089 3.14638 -1.0 0.8 2.0 0.267
N 1.11025 0.83780 2.25855 0.6 -0.3 -0.1 -0.241
H 2.28429 1.05285 6.38492 0.0 0.0 -0.3 0.320
H 1.40695 -0.28448 5.58707 0.2 0.3 0.0 0.333
H 0.75852 1.38310 5.51450 0.4 -0.1 0.0 0.356
H 4.56133 0.87742 3.92309 -0.3 0.1 0.2 0.337
H 3.91424 2.54199 3.87011 -0.1 -0.3 0.2 0.356
H 4.10212 1.70968 5.43577 -0.2 -0.1 -0.2 0.287
```
Positions in Å, forces in eV/Å.

2.
The following is a DFT calculation (ωB97M-V/def2-TZVPD) of a single C3H6N2O molecule.

Results
SMILES string   CN1CNC1=O
DFT total energy   -8233.9833 eV
Energy above the lowest of the compared OMol25 structures with the same formula, charge and spin   262.0 kJ/mol
Gap between HOMO and LUMO   10.5 eV

```
12
Properties=species:S:1:pos:R:3:forces:R:3:mulliken_charge:R:1
C -0.43861 1.49302 0.32305 -0.7 0.3 -1.1 -0.868
N -0.22230 0.30983 -0.46067 1.9 -4.6 0.9 -0.165
C 0.30475 -1.36723 -0.06214 0.1 4.3 -0.8 -0.212
N 1.11199 -1.27105 -1.21038 0.8 4.5 1.9 -0.326
C 0.76268 0.15219 -1.43057 0.8 -0.9 0.5 0.371
O 1.25566 0.89799 -2.21983 -0.2 0.4 -0.2 -0.559
H -0.13054 1.65126 1.33610 1.0 -0.8 0.6 0.284
H -0.07492 2.28795 -0.28787 0.5 0.8 -0.3 0.361
H -1.48422 1.64236 0.34947 -1.4 0.3 0.2 0.317
H -0.42410 -2.05368 -0.12364 -3.0 -2.2 -0.1 0.322
H 0.76167 -1.36438 0.89806 0.7 0.3 0.6 0.213
H 1.00383 -1.73450 -2.03267 -0.7 -2.4 -2.3 0.263
```
Positions in Å, forces in eV/Å.

3.
The following is a DFT calculation (ωB97M-V/def2-TZVPD) of a molecular structure, C25H24BrClN2O3S2Sm.

Results
Multiplicity   6
DFT total energy   -157580.4990 eV
Total charge   -1
Energy above the lowest of the compared OMol25 structures with the same formula, charge and spin   276.8 kJ/mol
Gap between HOMO and LUMO (spin up / spin down)   7.0 / 7.0 eV

```
59
Properties=species:S:1:pos:R:3:forces:R:3:mulliken_charge:R:1
Sm -0.54271 1.19839 2.60484 0.1 1.6 0.7 0.736
C 3.42037 -1.86790 -1.77858 0.0 0.0 0.0 -1.713
C 2.57399 -0.90459 -2.62364 0.0 0.0 0.0 2.091
C 2.01240 -1.66873 -3.82083 0.0 0.0 0.0 -2.109
C 3.48582 0.21040 -3.15682 0.0 0.0 0.0 -1.791
C 1.47170 -0.32583 -1.72762 0.0 0.0 0.0 0.610
C 1.97604 0.59155 -0.67016 0.0 0.1 0.1 -0.987
C 1.91178 0.48150 0.65224 -0.2 -0.3 -0.3 -0.087
Br 2.78451 1.71003 1.79721 0.1 0.1 0.1 -0.080
C -0.86900 -0.34196 0.25944 -0.2 0.0 0.1 1.069
O -1.71167 0.20403 1.15038 -0.1 -0.5 -0.7 -0.878
C -0.93577 -0.14118 -1.07277 0.1 0.0 0.0 -0.251
C 0.17464 -0.59704 -1.91892 0.0 0.0 -0.1 -0.368
C -2.10414 0.59992 -1.72979 0.0 0.0 0.0 2.167
C -2.03506 0.49174 -3.25743 0.0 0.0 0.0 -2.213
C -3.44379 0.00379 -1.27973 0.0 0.0 0.0 -1.761
C -2.04087 2.08634 -1.35984 0.0 0.1 0.0 -1.402
H 4.24816 -2.26562 -2.37124 0.0 0.0 0.0 0.480
H 2.81825 -2.70764 -1.42469 0.0 0.0 0.0 0.339
H 3.84039 -1.36079 -0.90813 0.0 0.0 0.0 0.326
H 2.83731 -2.02740 -4.43983 0.0 0.0 0.0 0.446
H 1.37587 -1.03547 -4.44213 0.0 0.0 0.0 0.360
H 1.43131 -2.53945 -3.51174 0.0 0.0 0.0 0.385
H 4.21576 -0.21535 -3.84868 0.0 0.0 0.0 0.463
H 4.04285 0.70020 -2.35827 0.0 0.0 0.0 0.415
H 2.91557 0.97202 -3.69349 0.0 0.0 0.0 0.344
H 2.53869 1.45125 -1.01182 0.0 0.0 0.0 0.632
H -0.08557 -1.18081 -2.79324 0.0 0.0 0.0 0.453
H -2.12500 -0.54232 -3.60007 0.0 0.0 0.0 0.422
H -1.10621 0.90543 -3.65596 0.0 0.0 0.0 0.340
H -2.86444 1.05517 -3.69013 0.0 0.0 0.0 0.478
H -3.50708 -1.04951 -1.56458 0.0 0.0 0.0 0.403
H -4.26608 0.53574 -1.76648 0.0 0.0 0.0 0.441
H -3.57305 0.07830 -0.20284 0.0 0.0 0.0 0.293
H -1.09245 2.52890 -1.67517 0.0 0.0 0.0 0.265
H -2.14583 2.24556 -0.28862 0.0 0.0 0.0 0.220
H -2.84761 2.62593 -1.86469 0.0 0.0 0.0 0.479
Cl -1.93086 -5.78273 2.03306 0.0 0.0 0.0 -0.265
C -1.37318 -4.20649 2.54636 0.0 0.0 0.0 0.018
C -1.51640 -3.81941 3.86802 0.0 0.0 0.0 -0.498
C -1.06189 -2.57472 4.25693 0.0 -0.2 0.0 -0.613
C -0.46251 -1.68700 3.35230 0.2 0.1 0.1 0.594
O -0.06806 -0.49478 3.79524 0.0 -0.9 0.3 -0.789
C -0.32604 -2.09971 2.00601 -0.1 -0.1 0.0 -0.977
C 0.20018 -1.24127 0.87605 0.0 -0.1 -0.1 0.482
O 1.29063 -0.42867 1.43826 -0.1 0.0 0.0 -0.380
C -0.78572 -3.35892 1.63097 0.1 0.0 0.0 -0.773
H -1.97890 -4.48727 4.58236 0.0 0.0 0.0 0.410
H -1.16450 -2.24789 5.28316 0.0 0.0 0.0 0.444
H 0.62303 -1.88429 0.11053 0.1 0.0 0.0 0.923
H -0.68493 -3.67719 0.59978 0.0 0.0 0.0 0.470
S -0.29231 3.69335 1.46959 0.0 0.2 -0.2 -0.380
C -0.27021 4.50326 3.02036 0.1 0.1 -0.1 0.557
C 0.52535 5.70590 3.06206 0.0 -0.1 0.1 -0.106
N 1.18288 6.65041 3.08996 0.0 0.0 -0.1 -0.527
C -0.95164 4.14025 4.14246 -0.1 0.0 0.1 0.396
S -1.98606 2.73836 4.33786 -0.1 0.0 0.0 -0.422
C -0.88334 4.99265 5.30298 0.0 -0.1 -0.1 -0.076
N -0.86460 5.66155 6.23951 0.0 0.0 0.0 -0.506
```
Positions in Å, forces in eV/Å.

4.
The following is a DFT calculation (ωB97M-V/def2-TZVPD) of a single C4H8O2 molecule.

Results
SMILES string   OC[C@H]1CCO1
DFT total energy   -8371.3502 eV
Energy above the lowest of the compared OMol25 structures with the same formula, charge and spin   186.4 kJ/mol
Gap between HOMO and LUMO   11.1 eV

```
14
Properties=species:S:1:pos:R:3:forces:R:3:mulliken_charge:R:1
O -1.94562 0.75600 -0.36512 0.1 0.2 0.0 -0.521
C -1.54550 -0.54684 -0.02869 0.1 -0.4 0.0 -0.619
C -0.07843 -0.56664 0.40436 -0.1 -0.2 0.0 0.355
C 1.01932 -0.33808 -0.64540 0.0 0.0 -0.1 -0.708
C 1.39545 0.87026 0.21808 0.3 0.2 -0.1 -0.278
O 0.25700 0.66885 1.07949 0.0 0.0 0.2 -0.537
H -1.48554 1.32294 0.27546 -0.1 0.0 -0.2 0.335
H -2.17125 -0.96829 0.77457 0.1 0.2 -0.1 0.285
H -1.67984 -1.17669 -0.91619 0.1 0.0 0.1 0.317
H 0.11690 -1.42534 1.05911 -0.1 0.1 -0.1 0.360
H 1.77002 -1.12804 -0.72282 -0.1 0.1 0.0 0.298
H 0.64224 -0.08379 -1.63898 0.0 0.0 0.2 0.229
H 1.37478 1.84837 -0.27510 0.0 -0.1 0.1 0.246
H 2.33045 0.76729 0.78125 -0.1 0.0 -0.1 0.237
```
Positions in Å, forces in eV/Å.

5.
The following is a DFT calculation (ωB97M-V/def2-TZVPD) of a molecular structure, C26H48O2P2W.

Results
Multiplicity   3
DFT total energy   -52213.9196 eV
Total charge   +2
Energy above the lowest of the compared OMol25 structures with the same formula, charge and spin   736.9 kJ/mol
Gap between HOMO and LUMO (spin up / spin down)   5.1 / 5.0 eV

```
79
Properties=species:S:1:pos:R:3:forces:R:3:mulliken_charge:R:1
W 0.66667 -0.09967 -0.90352 -1.3 2.5 2.5 0.175
C 1.65022 -1.97998 -0.47447 0.8 0.7 0.0 1.124
C 0.84271 -2.00873 0.82195 0.7 -2.7 0.5 1.027
C -0.59662 -1.91456 -1.04627 0.4 -0.3 1.0 1.350
C 0.73664 -2.10280 -1.58556 -0.2 -0.3 0.7 -0.033
C -0.52666 -1.73290 0.35819 -1.2 0.3 -1.0 0.543
C 3.12891 -2.28982 -0.33348 0.4 0.1 0.1 -1.335
H 3.35875 -2.40914 0.74435 -0.1 0.0 -0.6 0.449
H 3.79239 -1.48059 -0.68023 -0.3 -0.4 0.1 0.057
H 3.44430 -3.21625 -0.84348 -0.3 0.3 0.2 0.348
C 0.87973 -2.05276 -3.06658 0.3 -0.4 -0.5 -1.249
H 1.90615 -2.19991 -3.41219 -0.3 -0.2 0.1 0.342
H 0.55708 -1.07068 -3.48852 -0.1 -0.3 0.2 0.239
H 0.19596 -2.80677 -3.48356 0.4 0.2 -0.2 0.519
C -1.86225 -1.94215 -1.79472 -0.2 -0.1 -0.8 -1.325
H -1.86077 -2.74784 -2.53126 -0.2 -0.1 0.1 0.467
H -2.00468 -1.00084 -2.33654 0.1 -0.7 0.0 -0.517
H -2.69599 -2.05098 -1.11383 -0.2 -0.2 0.0 0.523
C -1.69296 -1.98993 1.24456 -0.7 -0.2 0.9 -2.120
H -1.39618 -2.04535 2.30619 -0.1 0.2 -0.4 0.421
H -2.15207 -2.97938 1.02144 0.3 0.6 0.0 0.480
H -2.47794 -1.23026 1.18276 0.0 -0.3 -0.1 0.242
C 0.84516 -3.48434 1.43602 0.2 0.7 -0.1 -1.453
H 0.51282 -4.18825 0.65659 0.1 0.4 0.1 0.415
H 0.13947 -3.55361 2.26549 0.3 0.0 0.0 0.348
H 1.85014 -3.77266 1.75415 -0.2 0.0 0.1 0.422
C 1.17739 1.90754 0.53824 1.1 0.7 -1.0 0.077
C 1.30496 1.32902 1.83855 1.0 0.2 -1.8 -0.484
C 0.58353 1.91464 3.05461 0.8 -1.7 0.2 -1.628
C -0.67881 1.27236 3.47724 -1.3 0.2 0.4 -0.253
C -1.78943 1.08361 2.69356 0.0 -0.2 0.7 -0.856
C -1.81069 1.34716 1.32320 1.6 -0.3 -0.3 1.983
C -1.28941 2.58612 0.72614 -1.1 1.0 -0.4 0.100
C 0.08956 2.83726 0.07252 -0.2 0.2 0.5 -0.892
H 0.38970 2.98827 2.94449 0.2 0.0 -0.3 0.473
H -0.68821 0.90891 4.51512 -0.3 0.1 -0.4 0.635
H 1.29137 1.77346 3.88040 -0.2 0.3 -0.1 0.365
H 0.31579 3.91598 0.28738 0.1 -0.9 -0.1 0.567
H 2.13041 2.36013 0.18601 -0.6 -0.9 0.2 0.177
H 2.34995 1.00072 2.01001 -0.8 0.6 0.2 0.883
H 0.01367 2.81244 -1.03283 -0.1 -0.2 0.4 -0.129
H -1.98753 2.72680 -0.11285 0.2 0.2 0.5 -0.871
H -2.26694 0.64232 0.62005 -0.4 0.4 0.4 -1.349
H -1.49924 3.39654 1.44045 0.2 -0.3 0.0 0.604
H 0.48704 -1.18655 4.82583 -0.5 0.1 0.5 0.349
H -2.68712 0.63842 3.12269 0.4 -0.5 0.0 0.555
P 2.57005 0.74849 -1.93338 2.1 1.1 -1.9 1.225
C 3.58910 -0.16295 -3.15968 0.1 -0.1 0.0 -1.586
H 4.31730 0.59838 -3.48211 -0.2 -0.6 -0.1 0.626
H 2.99768 -0.45303 -4.03597 0.2 -0.1 0.3 0.397
H 4.13329 -0.99945 -2.70957 -0.2 0.0 -0.3 0.379
C 2.02156 1.97592 -3.18400 0.1 0.3 0.1 -1.349
H 2.95647 2.31864 -3.64759 -0.4 0.2 -0.1 0.501
H 1.48686 2.83294 -2.76104 0.1 -0.2 -0.2 0.350
H 1.41356 1.46541 -3.94434 0.1 0.3 0.2 0.353
C 4.02580 1.60417 -1.21318 0.0 0.2 0.2 -1.534
H 4.58354 1.98183 -2.07878 0.0 0.0 0.3 0.573
H 4.65748 0.87210 -0.69395 -0.1 0.2 0.0 0.345
H 3.80405 2.45585 -0.56339 0.1 -0.3 -0.1 0.512
P -2.88684 1.00722 -1.69462 -1.4 0.3 -0.6 1.277
C -4.49025 0.12249 -1.32429 0.4 -0.1 0.2 -1.433
H -5.27328 0.61366 -1.91958 0.2 -0.2 0.2 0.526
H -4.73071 0.22830 -0.25546 -0.1 -0.1 -0.3 0.360
H -4.44817 -0.94043 -1.59259 -0.1 0.3 0.1 0.309
C -3.65889 2.68425 -1.53682 0.2 0.0 -0.1 -1.464
H -4.57714 2.69418 -2.13241 0.2 0.2 0.1 0.544
H -2.96161 3.44872 -1.90139 -0.3 0.0 0.1 0.401
H -3.92375 2.88224 -0.48868 0.0 0.1 -0.3 0.412
C -2.96924 0.84530 -3.52780 0.2 0.2 0.0 -1.249
H -3.93382 1.24457 -3.86335 0.3 -0.1 -0.1 0.471
H -2.89441 -0.20285 -3.84144 0.0 0.3 0.0 0.445
H -2.13944 1.41659 -3.96167 -0.3 -0.1 -0.1 0.312
C 0.24574 -1.46790 6.74863 -0.1 -0.3 0.7 -0.692
O -0.15944 -0.90983 5.50044 0.7 -0.1 -0.8 -0.437
C 1.24104 -0.89466 1.81851 -0.7 -0.9 1.7 -0.649
O 1.30905 -1.08265 2.99690 0.1 0.2 -1.2 -0.510
H 1.26848 -1.89073 6.74029 -0.5 0.3 -0.2 0.285
H -0.45579 -2.26896 7.02732 0.3 0.2 0.0 0.262
H 0.20481 -0.67277 7.50665 0.0 -0.3 -0.2 0.273
```
Positions in Å, forces in eV/Å.